No. 1
{"formula": "C25H43Cl2F3N3O6SiV", "method": "wB97M-V/def2-TZVPD", "multiplicity": 3, "e_tot_ha": -4047.6155, "relative_energy_kcal_mol": 144.96, "e_lumo_ev": [0.001, 0.088], "s2": 2.012, "symbols": ["C", "C", "H", "H", "H", "C", "C", "H", "H", "H", "H", "V", "Cl", "C", "O", "N", "C", "C", "H", "H", "H", "H", "H", "H", "H", "H", "H", "C", "C", "N", "H", "C", "O", "H", "H", "H", "H", "H", "H", "C", "C", "N", "H", "C", "O", "H", "H", "H", "H", "O", "C", "C", "C", "H", "C", "H", "C", "H", "C", "C", "H", "H", "H", "Si", "Cl", "C", "C", "C", "H", "H", "H", "H", "H", "H", "H", "H", "H", "F", "C", "F", "F", "C", "O", "O"], "xyz": [[-3.55, -3.03, 0.62], [-3.83, -2.17, -0.55], [-4.03, -2.63, 1.51], [-2.47, -3.03, 0.77], [-3.93, -4.05, 0.47], [-5.09, -1.77, -0.81], [-6.24, -1.86, 0.13], [-5.38, -1.46, -1.81], [-6.08, -1.37, 1.10], [-6.52, -2.90, 0.37], [-7.15, -1.46, -0.33], [0.34, -1.73, -0.72], [0.22, -3.90, -1.24], [1.91, -0.26, -2.13], [1.05, 0.08, -1.24], [2.85, 0.54, -2.60], [2.74, 1.97, -2.30], [4.06, 0.01, -3.25], [1.92, -1.30, -2.49], [2.71, 2.12, -1.22], [1.79, 2.36, -2.66], [3.58, 2.50, -2.77], [4.62, -0.66, -2.58], [4.74, 0.80, -3.59], [3.85, -0.62, -4.13], [6.38, 1.84, 1.44], [7.65, 0.61, 2.74], [5.47, 1.87, 2.05], [6.98, 0.55, 3.58], [5.66, 0.92, 3.14], [4.58, 1.60, 1.46], [4.57, 0.62, 3.88], [3.43, 0.97, 3.57], [6.98, -0.47, 3.98], [4.73, 0.05, 4.81], [5.34, 2.89, 2.46], [7.37, 1.23, 4.35], [0.90, 0.07, 5.19], [-1.80, 1.99, 2.69], [0.66, 1.08, 4.83], [-1.02, 2.17, 3.44], [-0.03, 1.10, 3.53], [1.61, 1.65, 4.77], [0.56, 0.57, 2.39], [-0.04, 0.16, 1.37], [-0.58, 3.17, 3.26], [1.66, 0.56, 2.53], [-0.04, 1.51, 5.55], [-1.52, 2.20, 4.42], [-1.42, -1.52, -0.86], [-2.66, -2.02, -1.47], [-3.87, -0.43, -3.17], [-2.93, -1.42, -2.84], [-4.48, 0.09, -2.44], [-4.08, -0.13, -4.53], [-2.36, -3.05, -1.63], [-2.10, -1.97, -3.80], [-4.82, 0.63, -4.82], [-3.28, -0.74, -5.48], [-2.27, -1.63, -5.13], [-1.39, -2.72, -3.45], [-3.40, -0.49, -6.53], [-1.56, -2.05, -5.84], [-2.63, 1.51, -0.01], [-3.30, 0.41, 1.63], [-4.46, 1.82, -0.33], [-1.75, 1.38, -1.85], [-1.11, 2.73, 0.14], [-4.63, 2.35, -1.27], [-4.65, 2.50, 0.51], [-5.20, 1.01, -0.23], [-0.79, 3.19, 1.08], [-1.48, 3.50, -0.56], [-0.20, 2.29, -0.32], [-2.56, 1.91, -2.37], [-1.49, 0.46, -2.41], [-0.85, 2.02, -2.01], [4.84, -2.24, 2.50], [4.04, -2.24, 1.41], [4.55, -1.25, 0.60], [4.19, -3.43, 0.75], [2.50, -1.94, 1.59], [2.03, -1.75, 2.71], [1.93, -1.87, 0.46]]}

---

No. 2
{"formula": "C6H17NO3", "method": "wB97M-V/def2-TZVPD", "multiplicity": 2, "e_tot_ha": -518.8784, "total_charge": 1, "relative_energy_kcal_mol": 66.46, "e_lumo_ev": [-4.177, -8.416], "s2": 0.774, "symbols": ["C", "C", "C", "C", "C", "C", "N", "H", "H", "H", "H", "H", "H", "H", "H", "H", "H", "H", "H", "H", "O", "H", "H", "O", "H", "H", "O"], "xyz": [[-1.08, -1.06, 1.45], [0.41, -0.77, 1.82], [0.89, 0.56, 1.36], [2.19, 0.88, 1.24], [-0.30, 2.42, 0.20], [-0.11, 1.58, 1.23], [-1.03, -1.69, 0.13], [-1.52, -1.66, 2.25], [-1.75, -0.14, 1.35], [1.04, -1.59, 1.46], [0.57, -0.78, 2.94], [3.03, 0.25, 1.64], [2.68, 1.80, 1.19], [-1.11, 3.12, 0.15], [0.33, 2.55, -0.68], [-0.68, 1.70, 2.15], [-1.26, -1.16, -0.68], [-1.27, -2.67, 0.08], [2.04, -0.74, -1.32], [1.91, -2.29, -1.28], [2.12, -1.54, -1.85], [-0.68, -0.42, -2.48], [0.56, -0.85, -2.98], [-0.35, -0.82, -3.31], [-2.72, 0.85, -1.41], [-1.93, 1.16, -2.79], [-1.98, 1.31, -1.84]]}

---

No. 3
{"formula": "C4H14N2P", "method": "wB97M-V/def2-TZVPD", "multiplicity": 3, "e_tot_ha": -611.1980, "total_charge": 1, "relative_energy_kcal_mol": 48.33, "e_lumo_ev": [-3.155, -5.983], "s2": 2.007, "symbols": ["C", "C", "C", "C", "N", "N", "P", "H", "H", "H", "H", "H", "H", "H", "H", "H", "H", "H", "H", "H", "H"], "xyz": [[0.76, -2.06, -0.38], [-1.71, 1.30, -0.63], [-1.39, 0.13, 0.30], [0.93, -0.57, -0.64], [-2.08, -0.99, 0.31], [-0.56, 2.24, -0.54], [1.95, 0.31, 0.43], [0.88, -2.58, 0.66], [1.24, -2.67, -1.18], [-0.24, -2.20, -0.71], [-1.95, 1.01, -1.64], [-2.66, 1.68, -0.28], [-0.69, 0.31, 1.08], [1.08, -0.28, -1.74], [-2.86, -1.08, -0.38], [-1.78, -1.84, 0.81], [-0.21, 2.71, -1.35], [1.35, 0.02, 1.72], [-0.70, 2.96, 0.17], [1.90, 1.71, 0.12], [3.45, 0.20, 0.72]]}

---

No. 4
{"formula": "C2H3N3OS", "method": "wB97M-V/def2-TZVPD", "multiplicity": 1, "smiles": "[H]/N=c1\\ocnn1S", "e_tot_ha": -715.6547, "relative_energy_kcal_mol": 26.07, "e_lumo_ev": 0.720, "symbols": ["H", "N", "C", "O", "C", "N", "N", "S", "H", "H"], "xyz": [[1.64, -2.00, 0.25], [0.91, -1.53, 0.76], [0.38, -0.66, 0.03], [0.55, -0.39, -1.32], [-0.33, 0.64, -1.57], [-0.94, 1.10, -0.59], [-0.63, 0.22, 0.46], [-1.09, 0.36, 2.10], [-0.35, 1.00, -2.57], [-0.14, 1.26, 2.45]]}

---

No. 5
{"formula": "C12H49N3O11", "method": "wB97M-V/def2-TZVPD", "multiplicity": 1, "smiles": "COC[C@H](C)N.COC[C@H](C)N.COC[C@H](C)N.O.O.O.O.O.O.O.O", "e_tot_ha": -1478.4816, "relative_energy_kcal_mol": 0.00, "e_lumo_ev": 0.333, "symbols": ["C", "O", "C", "C", "C", "N", "H", "H", "H", "H", "H", "H", "H", "H", "H", "H", "H", "C", "O", "C", "C", "C", "N", "H", "H", "H", "H", "H", "H", "H", "H", "H", "H", "H", "C", "O", "C", "C", "C", "N", "H", "H", "H", "H", "H", "H", "H", "H", "H", "H", "H", "O", "H", "H", "O", "H", "H", "O", "H", "H", "O", "H", "H", "O", "H", "H", "O", "H", "H", "O", "H", "H", "O", "H", "H"], "xyz": [[-5.69, 3.57, 0.91], [-5.02, 2.65, 0.09], [-3.82, 2.10, 0.56], [-3.81, 0.60, 0.21], [-4.94, -0.14, 0.87], [-2.52, 0.03, 0.67], [-6.10, 3.02, 1.77], [-6.63, 3.81, 0.40], [-5.14, 4.45, 1.23], [-2.97, 2.49, -0.01], [-3.64, 2.27, 1.63], [-3.77, 0.45, -0.88], [-5.10, 0.11, 1.92], [-4.91, -1.20, 0.60], [-5.90, 0.22, 0.46], [-2.42, -0.84, 0.15], [-1.71, 0.57, 0.39], [0.77, -3.97, -5.21], [0.76, -3.27, -3.99], [-0.39, -2.55, -3.66], [-0.16, -1.81, -2.39], [0.00, -2.73, -1.20], [-1.36, -0.97, -2.05], [1.71, -4.53, -5.26], [0.76, -3.29, -6.06], [-0.09, -4.63, -5.30], [-0.63, -1.81, -4.45], [-1.31, -3.15, -3.57], [0.66, -1.09, -2.46], [-0.92, -3.23, -0.91], [0.40, -2.27, -0.29], [0.69, -3.54, -1.49], [-1.46, -0.25, -2.76], [-1.10, -0.49, -1.20], [5.00, 0.33, 1.11], [4.79, 0.50, -0.26], [3.46, 0.75, -0.61], [3.30, 1.04, -2.10], [4.29, 2.11, -2.56], [1.92, 1.42, -2.37], [5.93, -0.22, 1.27], [4.27, -0.37, 1.53], [5.00, 1.28, 1.64], [2.84, -0.13, -0.39], [3.04, 1.60, -0.05], [3.54, 0.07, -2.56], [5.31, 1.86, -2.26], [4.06, 3.10, -2.16], [4.34, 2.13, -3.65], [1.72, 1.45, -3.37], [1.74, 2.38, -2.11], [2.17, 0.92, 4.96], [1.93, 0.48, 4.13], [3.08, 1.22, 4.83], [-2.06, -0.50, 3.39], [-1.71, -1.41, 3.31], [-2.54, -0.33, 2.53], [-0.67, -2.96, 2.59], [-0.73, -3.90, 2.41], [0.24, -2.82, 2.90], [2.46, -2.81, 2.53], [2.31, -3.27, 1.70], [2.30, -1.87, 2.32], [1.27, 2.71, 1.72], [1.20, 3.63, 1.44], [0.59, 2.60, 2.43], [-0.52, 1.74, 3.64], [-0.18, 1.76, 4.55], [-1.15, 0.99, 3.63], [1.01, -0.31, 2.17], [0.07, -0.52, 2.16], [1.07, 0.58, 1.79], [-0.01, 1.26, -0.31], [0.35, 1.93, 0.30], [0.73, 1.00, -0.93]]}

---

No. 6
{"formula": "C4H6N2", "method": "wB97M-V/def2-TZVPD", "multiplicity": 1, "e_tot_ha": -265.3415, "relative_energy_kcal_mol": 121.80, "e_lumo_ev": 0.519, "symbols": ["N", "C", "C", "C", "C", "N", "H", "H", "H", "H", "H", "H"], "xyz": [[2.07, 0.96, -0.92], [1.63, 0.14, -0.21], [0.65, -0.42, 0.67], [-0.30, 0.92, 0.34], [-1.18, -0.14, -0.41], [-0.41, -1.27, 0.16], [1.02, -0.67, 1.68], [-0.79, 1.16, 1.30], [0.79, 1.61, -0.50], [-1.09, -0.06, -1.50], [-2.24, -0.21, -0.15], [-0.16, -2.02, -0.47]]}

---

No. 7
{"formula": "C39H38BClNO8", "method": "wB97M-V/def2-TZVPD", "multiplicity": 1, "e_tot_ha": -2650.8214, "total_charge": -1, "e_lumo_ev": 0.439, "symbols": ["C", "C", "C", "Cl", "C", "C", "C", "O", "O", "C", "O", "B", "C", "C", "C", "C", "N", "O", "H", "H", "H", "H", "H", "H", "H", "H", "H", "H", "H", "H", "H", "H", "H", "H", "H", "H", "H", "H", "H", "H", "C", "C", "C", "C", "C", "C", "C", "O", "C", "C", "C", "C", "C", "C", "C", "O", "H", "H", "H", "H", "H", "H", "H", "H", "C", "C", "C", "C", "C", "C", "C", "O", "C", "C", "C", "C", "C", "C", "C", "O", "H", "H", "H", "H", "H", "H", "H", "H"], "xyz": [[3.79, 2.15, 1.41], [2.79, 1.03, 1.15], [2.07, 1.30, -0.17], [1.90, -0.22, -1.14], [0.64, 1.89, 0.02], [0.24, 2.50, -1.36], [-1.01, 1.90, -1.94], [-1.88, 2.60, -2.34], [-1.13, 0.56, -1.98], [0.57, 3.01, 1.17], [-0.22, 2.47, 2.18], [-1.13, 1.63, 1.37], [-2.36, 0.81, 2.07], [-3.71, 1.36, 1.55], [-4.17, 2.62, 2.27], [-3.76, 3.93, 1.62], [-4.36, 4.11, 0.30], [-0.18, 0.90, 0.49], [3.39, 3.10, 1.08], [4.03, 2.26, 2.46], [4.69, 2.00, 0.82], [2.09, 0.89, 1.97], [3.37, 0.12, 1.07], [2.70, 1.96, -0.75], [0.01, 3.54, -1.20], [1.03, 2.43, -2.11], [-1.87, 0.34, -1.39], [-0.04, 3.84, 0.79], [1.52, 3.44, 1.49], [-1.67, 2.44, 0.58], [-2.35, 0.84, 3.16], [-2.29, -0.21, 1.69], [-4.44, 0.57, 1.72], [-3.66, 1.48, 0.48], [-5.26, 2.61, 2.28], [-3.83, 2.63, 3.30], [-4.14, 4.73, 2.26], [-2.69, 4.05, 1.62], [-3.76, 4.66, -0.30], [-4.55, 3.21, -0.13], [11.26, -1.87, 4.62], [10.55, -2.83, 5.34], [9.32, -3.28, 4.88], [8.79, -2.76, 3.71], [9.49, -1.78, 3.00], [10.73, -1.34, 3.45], [8.91, -1.17, 1.76], [9.52, -0.33, 1.15], [7.57, -1.63, 1.31], [6.99, -1.04, 0.20], [5.75, -1.47, -0.24], [5.08, -2.49, 0.43], [5.65, -3.07, 1.55], [6.89, -2.64, 2.00], [7.47, -3.26, 3.22], [6.90, -4.15, 3.81], [12.22, -1.53, 4.97], [10.96, -3.23, 6.25], [8.78, -4.03, 5.43], [11.27, -0.59, 2.89], [7.51, -0.25, -0.33], [5.29, -1.00, -1.11], [4.11, -2.82, 0.08], [5.13, -3.86, 2.07], [-9.60, -3.55, -2.18], [-10.00, -3.52, -3.52], [-9.25, -2.83, -4.45], [-8.10, -2.15, -4.06], [-7.72, -2.16, -2.72], [-8.46, -2.87, -1.79], [-6.52, -1.40, -2.27], [-6.18, -1.41, -1.10], [-5.75, -0.62, -3.28], [-4.66, 0.14, -2.87], [-3.93, 0.86, -3.80], [-4.28, 0.81, -5.15], [-5.37, 0.06, -5.56], [-6.11, -0.66, -4.63], [-7.30, -1.43, -5.08], [-7.61, -1.47, -6.26], [-10.19, -4.10, -1.45], [-10.90, -4.05, -3.82], [-9.55, -2.82, -5.49], [-8.16, -2.88, -0.75], [-4.39, 0.17, -1.82], [-3.07, 1.46, -3.48], [-3.71, 1.36, -5.88], [-5.65, 0.02, -6.61]]}

---

No. 8
{"formula": "C22H49BN2O13P3", "method": "wB97M-V/def2-TZVPD", "multiplicity": 1, "e_tot_ha": -3003.7272, "total_charge": 1, "relative_energy_kcal_mol": 75.71, "e_lumo_ev": -3.761, "symbols": ["C", "C", "N", "C", "B", "O", "O", "C", "C", "N", "C", "C", "C", "O", "O", "C", "C", "P", "O", "H", "H", "H", "H", "H", "H", "H", "H", "H", "H", "H", "H", "H", "H", "H", "H", "H", "H", "H", "O", "P", "O", "C", "C", "O", "C", "C", "O", "C", "C", "H", "H", "H", "H", "H", "H", "H", "H", "H", "H", "H", "H", "H", "H", "H", "O", "P", "O", "C", "C", "O", "C", "C", "O", "C", "C", "H", "H", "H", "H", "H", "H", "H", "H", "H", "H", "H", "H", "H", "H", "H"], "xyz": [[6.23, -0.75, 3.56], [5.18, 0.01, 3.82], [4.03, 0.93, 4.21], [4.57, 1.85, 5.24], [4.19, 3.42, 5.17], [3.54, 4.05, 6.32], [4.49, 4.32, 4.05], [3.51, 1.48, 2.92], [1.93, 1.86, 2.91], [1.28, 1.89, 4.26], [-0.22, 1.97, 4.15], [-0.81, 3.48, 4.12], [0.28, 4.62, 4.56], [0.75, 5.48, 3.73], [0.63, 4.61, 5.98], [1.57, 0.68, 5.10], [2.95, -0.05, 4.70], [3.59, -1.30, 6.00], [2.44, -1.75, 6.94], [7.16, -1.43, 3.61], [5.73, 1.78, 5.22], [4.28, 1.48, 6.31], [3.72, 5.03, 6.25], [5.47, 4.42, 3.93], [3.59, 0.60, 2.15], [4.18, 2.31, 2.43], [1.35, 1.12, 2.22], [1.82, 2.90, 2.41], [-0.77, 1.43, 5.02], [-0.58, 1.46, 3.16], [-1.27, 3.80, 3.11], [-1.66, 3.56, 4.91], [0.95, 3.68, 6.12], [0.73, -0.12, 4.99], [1.68, 1.01, 6.22], [2.71, -0.69, 3.75], [4.11, -2.45, 5.28], [4.68, -0.79, 6.78], [2.28, 0.84, -0.91], [2.01, 0.14, -2.25], [1.93, -1.39, -1.64], [0.73, -1.79, -0.99], [-0.37, -2.09, -1.99], [3.61, 0.08, -2.72], [4.51, 1.10, -2.30], [5.31, 0.64, -1.09], [1.67, -0.56, -3.78], [1.31, 0.35, -4.82], [2.51, 1.15, -5.31], [0.42, -1.03, -0.27], [0.96, -2.70, -0.42], [-0.68, -1.17, -2.50], [-1.24, -2.52, -1.49], [-0.01, -2.78, -2.76], [3.99, 2.04, -2.10], [5.20, 1.29, -3.13], [4.66, 0.25, -0.30], [5.91, 1.46, -0.68], [5.98, -0.18, -1.37], [0.52, 1.01, -4.47], [0.92, -0.25, -5.64], [2.81, 1.89, -4.56], [2.26, 1.69, -6.23], [3.37, 0.50, -5.50], [-4.74, -3.28, -2.75], [-5.78, -2.92, -3.82], [-4.70, -2.29, -4.90], [-3.94, -3.19, -5.70], [-4.79, -3.78, -6.82], [-6.21, -1.47, -3.12], [-6.16, -1.32, -1.71], [-4.86, -0.64, -1.30], [-6.98, -2.55, -4.99], [-8.27, -3.13, -4.77], [-9.00, -2.47, -3.61], [-3.52, -3.98, -5.07], [-3.11, -2.63, -6.13], [-5.57, -4.43, -6.42], [-4.17, -4.36, -7.50], [-5.29, -2.98, -7.38], [-6.28, -2.29, -1.21], [-7.01, -0.70, -1.41], [-3.99, -1.12, -1.74], [-4.75, -0.64, -0.21], [-4.86, 0.40, -1.64], [-8.16, -4.20, -4.60], [-8.85, -2.99, -5.69], [-8.55, -2.74, -2.66], [-10.05, -2.79, -3.58], [-8.96, -1.38, -3.70]]}